Density functional theory data (the ωB97M-V functional and the def2-TZVPD basis) for a cluster of 6 separate species, C6H24O6 in total.

- charge = 0
- 2S+1 = 1
- E_tot (a.u.) = -694.2718

Cartesian coordinates (Å):
1 C -20.345 -8.169 10.141
2 O -20.887 -9.337 10.724
3 H -20.843 -7.900 9.210
4 H -20.545 -7.309 10.780
5 H -19.265 -8.265 10.032
6 H -21.136 -9.146 11.631
7 C -19.827 -3.349 0.852
8 O -19.591 -3.054 2.259
9 H -20.852 -3.059 0.621
10 H -19.176 -2.823 0.153
11 H -19.814 -4.418 0.642
12 H -20.506 -2.898 2.502
13 C -27.030 -4.538 0.787
14 O -25.682 -4.112 0.487
15 H -27.236 -4.142 1.782
16 H -27.703 -4.190 0.003
17 H -27.095 -5.626 0.780
18 H -25.332 -3.733 1.296
19 C -25.494 -11.256 2.716
20 O -26.642 -11.359 3.565
21 H -25.790 -11.950 1.929
22 H -25.482 -10.219 2.381
23 H -24.571 -11.624 3.165
24 H -27.153 -12.119 3.279
25 C -24.755 -0.131 9.438
26 O -24.952 -0.836 8.196
27 H -25.679 0.396 9.675
28 H -24.515 -0.906 10.166
29 H -23.873 0.480 9.243
30 H -24.273 -0.520 7.595
31 C -23.158 -6.591 4.233
32 O -23.416 -5.179 4.371
33 H -24.027 -7.069 4.686
34 H -23.152 -6.706 3.150
35 H -22.174 -6.875 4.606
36 H -23.422 -5.010 5.316

Atoms 1-2, force components in eV/Å:
C -0.17 0.67 0.58
O -0.20 -0.29 -0.12



Density functional theory data (the ωB97M-V functional and the def2-TZVPD basis) for a cluster of 10 separate species, C6H25BO15S in total.

- charge = 0
- 2S+1 = 1
- E_tot (a.u.) = -1795.0288

Cartesian coordinates (Å):
1 C -0.751 0.618 0.940
2 B -1.706 0.302 -0.401
3 O -3.088 0.817 -0.479
4 C -0.949 -0.577 -1.604
5 C -0.592 -0.037 -2.944
6 S -0.855 1.631 -3.755
7 C -0.220 3.097 -2.773
8 O -2.388 1.833 -3.938
9 O -0.258 1.565 -5.207
10 C 0.120 -1.354 -3.613
11 O 1.037 -1.180 -4.569
12 O -0.405 -2.552 -2.941
13 C -0.472 -2.159 -1.497
14 O -0.172 -2.919 -0.440
15 H 0.136 -0.149 0.924
16 H -0.302 1.690 0.780
17 H -1.392 0.493 1.912
18 H -3.059 1.699 0.035
19 H 0.356 2.777 -1.789
20 H -1.109 3.840 -2.502
21 H 0.547 3.744 -3.406
22 O 1.611 -3.947 2.186
23 H 0.822 -3.929 1.624
24 H 2.327 -4.178 1.575
25 O -3.033 -2.714 0.532
26 H -3.822 -2.696 -0.030
27 H -2.317 -2.945 -0.078
28 O 0.681 -0.892 2.687
29 H 0.126 -1.091 3.457
30 H 1.411 -1.525 2.755
31 O -4.752 -0.401 -4.301
32 H -4.736 -0.781 -5.193
33 H -4.094 0.309 -4.337
34 O 3.382 -0.710 3.325
35 H 3.897 -0.013 2.891
36 H 3.827 -0.834 4.177
37 O 5.731 -1.695 4.812
38 H 5.762 -2.376 5.501
39 H 6.520 -1.867 4.277
40 O -3.856 0.710 2.409
41 H -3.915 -0.208 2.104
42 H -4.776 1.011 2.425
43 O 2.356 0.716 6.085
44 H 2.373 0.336 5.193
45 H 3.014 1.426 6.049
46 O 2.103 4.928 -3.976
47 H 2.119 4.549 -4.868
48 H 2.760 5.638 -4.012

Atoms 1-2, force components in eV/Å:
C -0.15 -0.44 -1.58
B -1.03 0.87 1.58



Density functional theory data (the ωB97M-V functional and the def2-TZVPD basis) for a structure of composition C6H25BeN12O7.

- charge = +1
- 2S+1 = 1
- E_tot (a.u.) = -1442.0316

Cartesian coordinates (Å):
1 Be -2.043 -2.105 -0.389
2 O -0.458 -0.406 -0.441
3 H -0.599 0.219 0.276
4 C -0.696 -1.610 2.583
5 O -1.719 -1.559 1.849
6 N 0.160 -0.616 2.791
7 N -0.373 -2.720 3.224
8 H 0.116 0.273 2.323
9 H 0.882 -0.765 3.474
10 H 0.441 -2.946 3.771
11 H -1.040 -3.463 3.365
12 C -4.026 0.472 1.004
13 O -3.650 -0.276 0.079
14 N -3.163 1.055 1.837
15 N -5.320 0.458 1.347
16 H -2.212 0.745 1.755
17 H -3.481 1.528 2.664
18 H -5.889 -0.246 0.910
19 H -5.684 1.001 2.110
20 C 3.186 0.780 0.114
21 O 4.133 1.394 0.576
22 N 1.867 0.989 0.327
23 N 3.386 -0.195 -0.840
24 H 1.231 0.376 -0.171
25 H 1.574 1.747 0.934
26 H 4.388 -0.117 -0.975
27 H 2.682 -0.372 -1.533
28 C 1.349 0.711 -3.704
29 O 1.754 0.328 -4.786
30 N 1.813 1.790 -3.043
31 N 0.229 0.174 -3.108
32 H 1.423 1.931 -2.128
33 H 2.737 2.110 -3.283
34 H -0.161 -0.625 -3.577
35 H 0.084 0.297 -2.109
36 C 1.151 -3.712 -0.789
37 O -0.084 -3.717 -0.761
38 N 1.914 -4.789 -1.005
39 N 1.819 -2.585 -0.568
40 H 1.529 -5.707 -1.146
41 H 2.911 -4.751 -0.883
42 H 2.811 -2.519 -0.420
43 H 1.251 -1.761 -0.414
44 C -0.377 3.617 0.184
45 O 0.538 3.633 0.992
46 N -1.220 4.676 0.036
47 N -0.712 2.547 -0.576
48 H -1.000 5.580 0.421
49 H -1.992 4.792 -0.600
50 H -1.423 2.520 -1.284
51 H -0.040 1.819 -0.410

Atoms 1-2, force components in eV/Å:
Be 3.45 3.90 2.51
O -1.11 -2.19 -0.55



Density functional theory data (the ωB97M-V functional and the def2-TZVPD basis) for a cluster of 6 separate species, C6H25NO5 in total.

- charge = 0
- 2S+1 = 1
- E_tot (a.u.) = -674.4381

Cartesian coordinates (Å):
1 C 1.969 -0.786 1.937
2 C 1.433 -0.101 0.690
3 C 0.044 0.665 0.962
4 C -0.660 0.477 -0.540
5 C -1.585 1.686 -0.839
6 N -1.232 -0.893 -0.334
7 C -1.958 -1.349 -1.507
8 H 1.327 -1.546 2.349
9 H 2.196 -0.044 2.753
10 H 2.942 -1.357 1.976
11 H 1.312 -0.873 -0.009
12 H 2.217 0.622 0.337
13 H 0.203 1.715 1.125
14 H -0.571 0.291 1.723
15 H 0.024 0.453 -1.501
16 H -2.420 1.657 -0.021
17 H -2.166 1.835 -1.679
18 H -0.929 2.699 -0.625
19 H -1.360 -1.213 0.574
20 H -2.851 -2.027 -1.320
21 H -1.205 -1.804 -2.180
22 H -2.176 -0.392 -2.057
23 O -0.876 -2.206 2.132
24 H -0.240 -2.922 2.438
25 H -1.356 -1.919 2.896
26 O 1.102 -2.352 -1.692
27 H 1.330 -3.098 -1.163
28 H 0.423 -1.740 -1.161
29 O 2.184 0.306 -2.287
30 H 3.096 0.101 -2.175
31 H 1.790 -0.326 -2.908
32 O 1.313 3.112 -1.217
33 H 1.118 3.310 -2.105
34 H 1.546 2.151 -1.243
35 O -2.261 1.958 2.538
36 H -1.756 2.691 2.165
37 H -1.966 1.219 1.970

Atoms 1-2, force components in eV/Å:
C 1.88 0.28 2.17
C 0.35 1.41 2.41



Density functional theory data (the ωB97M-V functional and the def2-TZVPD basis) for a structure of composition C6H26KO10.

- charge = +1
- 2S+1 = 1
- E_tot (a.u.) = -1596.2527

Cartesian coordinates (Å):
1 K -26.134 1.538 -12.123
2 O -26.616 2.525 -14.747
3 H -26.808 3.444 -14.760
4 H -27.371 2.084 -15.141
5 O -24.099 -0.381 -11.831
6 H -23.260 -0.691 -11.577
7 H -24.470 -0.582 -12.714
8 O -24.346 2.097 -9.943
9 H -23.894 1.400 -10.446
10 H -24.418 1.630 -9.113
11 O -27.070 -0.746 -13.350
12 H -26.965 -1.304 -12.613
13 H -26.176 -0.656 -13.700
14 C -29.020 0.400 -9.633
15 C -28.324 1.716 -9.206
16 O -28.369 2.468 -10.384
17 O -29.079 -0.316 -8.517
18 H -28.692 -0.217 -10.447
19 H -29.916 0.878 -9.923
20 H -27.177 1.569 -9.042
21 H -28.821 2.241 -8.381
22 H -29.155 2.992 -10.401
23 H -29.433 0.248 -7.785
24 C -25.534 5.369 -12.542
25 C -26.508 6.059 -13.545
26 O -26.653 5.261 -14.715
27 O -26.321 4.424 -11.775
28 H -25.244 6.148 -11.846
29 H -24.635 5.047 -13.010
30 H -26.053 6.950 -13.979
31 H -27.412 6.286 -13.196
32 H -27.508 5.377 -15.116
33 H -26.090 4.541 -10.837
34 C -22.515 2.599 -13.330
35 C -21.761 1.291 -12.938
36 O -20.405 1.254 -13.331
37 O -23.927 2.618 -13.126
38 H -22.314 2.837 -14.315
39 H -21.971 3.307 -12.736
40 H -22.237 0.380 -13.408
41 H -21.735 1.087 -11.900
42 H -20.307 0.286 -13.577
43 H -24.186 3.458 -13.401

Atoms 1-2, force components in eV/Å:
K -0.38 0.82 0.22
O 0.28 -2.09 0.31



Density functional theory data (the ωB97M-V functional and the def2-TZVPD basis) for a cluster of 6 separate species, C6H26N2O5 in total.

- charge = 0
- 2S+1 = 1
- E_tot (a.u.) = -729.7492

Cartesian coordinates (Å):
1 C 1.597 0.085 3.086
2 C 0.094 0.439 2.991
3 N -0.459 0.585 1.639
4 C -1.810 -0.338 1.375
5 C -2.557 0.397 0.199
6 N -1.942 -0.010 -1.046
7 C -2.813 -1.023 -1.703
8 C -1.534 1.095 -2.092
9 H 1.617 -0.551 3.966
10 H 2.311 0.972 3.139
11 H 2.082 -0.593 2.392
12 H -0.395 -0.652 3.466
13 H -0.277 1.229 3.743
14 H 0.236 0.137 0.961
15 H -2.411 -0.448 2.262
16 H -1.345 -1.314 1.006
17 H -3.569 0.214 0.351
18 H -2.378 1.467 0.270
19 H -3.657 -1.408 -0.869
20 H -2.358 -1.916 -1.938
21 H -3.249 -0.828 -2.667
22 H -2.204 1.277 -3.007
23 H -0.541 0.904 -2.490
24 H -1.403 1.952 -1.580
25 O 3.985 -0.884 0.052
26 H 3.551 -0.169 0.615
27 H 3.461 -1.692 0.183
28 O 2.202 -3.709 -0.664
29 H 1.694 -3.041 -0.197
30 H 1.986 -3.562 -1.643
31 O 1.013 4.287 -1.469
32 H 1.099 3.346 -1.101
33 H 0.153 4.401 -1.077
34 O 2.239 1.569 -1.121
35 H 2.642 0.698 -0.886
36 H 2.973 2.013 -1.430
37 O 0.060 -1.880 -1.327
38 H 0.155 -2.079 -2.211
39 H -0.248 -0.968 -1.179

Atoms 1-2, force components in eV/Å:
C 0.60 1.48 0.88
C -1.72 -3.73 1.13